Record 1
The following is a DFT calculation (ωB97M-V/def2-TZVPD) of a single C4H3NO molecule in a non-equilibrium geometry.

Summary:
Spin multiplicity: 1
Electronic energy in eV: -7727.850
SMILES string: O=C[C@@H]1C2=N[C@H]21
Energy above the lowest of the compared OMol25 structures with the same formula, charge and spin in kcal per mole: 112.9
Total charge: 0
HOMO energy (alpha / beta) in eV: -8.9 / -8.9
Gap between HOMO and LUMO (alpha / beta) in eV: 8.646 / 8.645

Positions of all 9 atoms, in Å:
O  -2.5249  0.2727  0.4271
C  -1.6324  0.1476  -0.2998
C  0.0899  0.3027  0.2897
C  1.3826  1.0854  0.0012
N  2.2389  0.1490  0.2030
C  1.1718  -0.6670  0.0625
H  -1.8297  -0.0465  -1.3902
H  -0.1462  0.3189  1.3028
H  1.2500  -1.5629  -0.5964


Record 2
The following is a DFT calculation (ωB97M-V/def2-TZVPD) of a molecular structure, C49H88N16O3 in a non-equilibrium geometry.

Summary:
Spin multiplicity: 1
Electronic energy in eV: -82116.134
Energy above the lowest of the compared OMol25 structures with the same formula, charge and spin in kcal per mole: 1138.2
Total charge: +6
HOMO energy in eV: -22.1
Gap between HOMO and LUMO in eV: 8.093

Positions of all 156 atoms, in Å:
C  11.3776  0.4127  -24.3657
O  11.7605  1.5458  -24.3733
O  11.3865  -0.2472  -23.3106
O  10.9704  -0.0893  -25.4400
C  12.1864  -4.4442  -25.1981
C  12.4878  -3.4318  -26.2212
N  13.3577  -2.3809  -25.7866
C  14.7304  -2.3339  -26.0023
C  15.2561  -1.1565  -25.3388
N  14.1708  -0.5321  -24.7446
C  13.0632  -1.3119  -24.9598
C  14.2469  0.7416  -24.0184
H  13.0584  -4.8541  -24.6884
H  11.6053  -5.2751  -25.5981
H  11.5977  -4.0783  -24.3568
H  11.5724  -2.9708  -26.5924
H  12.9442  -3.8880  -27.0996
H  15.1303  -3.0518  -26.7031
H  16.2323  -0.6957  -25.3066
H  12.0386  -1.0755  -24.7131
H  13.3831  0.7882  -23.3553
H  14.2538  1.5837  -24.7104
H  15.1566  0.6699  -23.4222
C  13.0907  -2.1487  -22.9394
C  11.7880  -2.3296  -22.2738
N  11.8676  -1.7779  -20.9011
C  12.3819  -2.4986  -19.7826
C  12.2129  -1.6758  -18.6138
N  11.5948  -0.4946  -19.0228
C  11.3460  -0.5999  -20.3890
C  11.2006  0.5928  -18.1369
H  13.0774  -2.4648  -23.9825
H  13.7887  -2.7851  -22.3954
H  13.4403  -1.1179  -22.9953
H  11.4993  -3.3785  -22.2073
H  10.9853  -1.8598  -22.8422
H  12.9300  -3.4204  -19.9101
H  12.5924  -1.8193  -17.6129
H  10.8512  0.1824  -20.9454
H  11.7697  0.6648  -17.2101
H  10.1283  0.5128  -17.9584
H  11.3385  1.5377  -18.6625
C  8.5938  1.9467  -29.1574
C  9.9088  1.2707  -28.7875
N  10.8387  2.0878  -28.0743
C  11.4924  3.2849  -28.5634
C  12.5249  3.6389  -27.6903
N  12.5199  2.6616  -26.6295
C  11.4930  1.7293  -26.9233
C  13.6133  2.5103  -25.6351
H  8.6427  2.8579  -29.7535
H  8.0091  2.3132  -28.3136
H  7.9385  1.2026  -29.6102
H  10.4214  0.8509  -29.6530
H  9.7615  0.3788  -28.1785
H  11.2567  3.8172  -29.4731
H  13.2811  4.4055  -27.7736
H  11.3360  0.8146  -26.3710
H  13.5602  1.4816  -25.2788
H  13.5137  3.1545  -24.7614
H  14.5702  2.6948  -26.1234
C  6.9531  4.5599  -23.1046
C  6.3193  3.1982  -22.7814
N  7.1678  2.1194  -23.2587
C  8.3810  1.8583  -22.6357
C  9.1422  1.0909  -23.5399
N  8.3167  0.8080  -24.6499
C  7.1118  1.4794  -24.4691
C  8.8206  0.2784  -25.9194
H  7.7324  4.7139  -22.3582
H  6.1935  5.3226  -23.2756
H  7.3330  4.5532  -24.1262
H  5.3307  3.1937  -23.2405
H  6.0853  3.1252  -21.7193
H  8.6101  2.2393  -21.6514
H  10.1873  0.8237  -23.4889
H  6.4685  1.6128  -25.3262
H  9.8963  0.4494  -25.9605
H  8.1598  0.5368  -26.7468
H  8.6677  -0.8008  -25.9148
C  9.3400  -3.5054  -24.1450
C  8.8077  -2.4515  -25.1106
N  9.6056  -2.4459  -26.3392
C  10.4015  -1.4476  -26.8158
C  10.7771  -1.7355  -28.1378
N  10.3032  -3.0404  -28.4052
C  9.6077  -3.4618  -27.2418
C  10.3916  -3.7009  -29.7208
H  8.6553  -3.5651  -23.2990
H  10.2641  -3.1656  -23.6774
H  9.5101  -4.5095  -24.5335
H  8.7835  -1.4562  -24.6669
H  7.7564  -2.6105  -25.3509
H  10.4614  -0.5606  -26.2027
H  11.2643  -1.1179  -28.8779
H  9.0835  -4.3773  -27.0106
H  9.4406  -4.1751  -29.9633
H  11.1965  -4.4310  -29.6363
H  10.6114  -2.9533  -30.4829
C  14.8975  -0.0349  -19.0841
C  14.8753  1.2772  -19.8773
N  13.6071  1.5947  -20.6588
C  13.0661  0.9890  -21.7779
C  11.8003  1.5186  -22.0222
N  11.6311  2.5099  -21.0917
C  12.7338  2.5820  -20.3146
C  10.4716  3.2800  -20.8344
H  14.5661  -0.9200  -19.6272
H  14.1271  0.0034  -18.3140
H  15.8399  -0.3971  -18.6732
H  15.6414  1.3223  -20.6514
H  15.2390  2.1072  -19.2715
H  13.5633  0.2194  -22.3498
H  10.9556  1.3200  -22.6651
H  12.9630  3.2768  -19.5202
H  9.7303  2.9630  -21.5679
H  10.7535  4.3319  -20.7877
H  10.1801  3.0181  -19.8173
C  5.8328  0.7155  -19.3686
C  5.5605  0.4183  -20.8235
N  6.4600  -0.5815  -21.3251
C  6.4476  -1.9571  -21.1623
C  7.5173  -2.5241  -21.8377
N  8.2968  -1.4448  -22.2752
C  7.6433  -0.2712  -21.9463
C  9.5210  -1.5248  -23.0209
H  5.9583  -0.2302  -18.8413
H  5.0605  1.3072  -18.8772
H  6.7441  1.2823  -19.1780
H  5.4565  1.2159  -21.5591
H  4.5671  -0.0169  -20.9319
H  5.6892  -2.4504  -20.5724
H  7.7990  -3.5623  -21.9334
H  7.9519  0.7522  -22.1003
H  9.3183  -1.3968  -24.0841
H  9.9789  -2.5082  -22.9142
H  10.1531  -0.7053  -22.6789
C  13.0027  7.6611  -22.4939
C  13.8825  6.4018  -22.5256
N  13.2064  5.1320  -22.9762
C  13.7397  3.8223  -22.9007
C  12.7215  2.9463  -23.3296
N  11.6599  3.7430  -23.7601
C  11.9937  5.0297  -23.5290
C  10.3640  3.3929  -24.2126
H  13.4228  8.4653  -21.8899
H  12.0233  7.5361  -22.0322
H  12.6985  7.9769  -23.4918
H  13.9771  6.2682  -21.4480
H  14.7851  6.5688  -23.1134
H  14.7139  3.5739  -22.5062
H  12.5924  1.8740  -23.3286
H  11.3408  5.8862  -23.6092
H  9.5983  4.1336  -23.9816
H  10.1306  2.4055  -23.8143
H  10.2698  3.3015  -25.2947


Record 3
The following is a DFT calculation (ωB97M-V/def2-TZVPD) of a gas-phase ion, C2H9N2S4 (charge +1) in a non-equilibrium geometry.

Summary:
Spin multiplicity: 1
Electronic energy in eV: -48532.752
SMILES string: NC(S)(S)C([NH3+])(S)S
Energy above the lowest of the compared OMol25 structures with the same formula, charge and spin in kcal per mole: 15.4
Total charge: +1
HOMO energy in eV: -13.2
Gap between HOMO and LUMO in eV: 9.510

Positions of all 17 atoms, in Å:
N  -1.6113  -0.2185  0.8498
C  -0.7076  -0.2384  -0.1999
S  -1.1565  1.1895  -1.6388
S  -0.7719  -1.8025  -1.1557
C  0.7988  0.0087  0.1786
N  1.6525  0.0978  -1.0034
S  0.7566  1.5483  1.2884
S  1.5031  -1.4637  1.1279
H  -2.1308  0.6809  1.0776
H  -2.3456  -0.9267  0.7724
H  -1.7423  1.9006  -0.6441
H  -1.2763  -1.1790  -2.3514
H  2.5736  -0.5315  -0.7294
H  1.0858  -0.4232  -1.6985
H  1.9346  0.9649  -1.3340
H  2.1042  1.5134  1.5373
H  1.2625  -0.9073  2.4075